[1]
48
Properties=species:S:1:pos:R:3 method="wB97M-V/def2-TZVPD" e_above_lowest_kj_mol=437.5 energy_ev=-33280.399 mol_weight_g_mol=288.2 charge=0 homo_ev=-9.9
O -1.254 1.655 -2.429
O -0.723 1.077 2.928
O -2.333 3.882 -0.538
O 2.153 -1.563 -1.004
O 3.038 -0.234 1.363
O -2.297 1.196 0.544
O 1.513 -3.287 1.473
O 1.858 -0.966 3.589
O -2.566 -1.705 -0.020
O 0.173 0.016 -0.054
O 2.873 2.114 -1.472
O -1.193 -1.418 -2.286
O -0.869 -3.646 -0.307
O -0.055 2.797 -0.166
O -0.729 -1.765 2.204
O 1.237 0.373 -3.036
H -1.078 -4.138 0.504
H 2.794 2.353 -0.555
H 0.537 -3.171 1.561
H 0.742 2.547 0.293
H 2.819 -0.505 0.469
H -2.115 4.824 -0.506
H -1.446 3.466 -0.289
H -2.089 1.295 -2.127
H 2.264 1.411 -1.664
H -0.370 -1.781 -2.657
H 0.092 -0.628 0.685
H 2.566 -1.193 -1.781
H 1.552 -3.090 0.543
H 0.466 0.554 -2.495
H -3.067 -0.935 0.195
H -1.763 -1.232 -3.029
H 0.182 1.292 2.860
H 0.177 2.785 -1.115
H 1.173 0.867 -3.859
H -2.001 1.224 1.424
H 1.364 -1.093 -0.982
H -1.457 -2.913 -0.197
H -0.615 -0.884 2.492
H -0.887 1.232 3.854
H -1.611 -1.802 1.758
H -2.204 -1.377 -0.837
H -0.451 0.675 0.017
H 1.184 -1.592 3.366
H -1.447 2.160 -3.194
H 2.179 -0.773 2.721
H -2.300 2.156 0.337
H 3.978 -0.262 1.418

***

[2]
90
Properties=species:S:1:pos:R:3 method="wB97M-V/def2-TZVPD" e_above_lowest_kj_mol=361.1 energy_ev=-46138.992 mol_weight_g_mol=490.7 smiles=COCCNCCOC.COCCNCCOC.CO.CO.CO.CO.CO.CO.CO charge=0 homo_ev=-8.6
O -3.486 0.780 4.769
O 7.140 0.472 -2.353
O 0.164 5.848 0.716
O -4.312 0.303 -0.272
O -0.847 -5.686 2.891
O -2.022 3.867 -2.922
O 1.928 0.899 -2.873
O -0.932 2.098 4.602
O -1.536 -4.011 -1.805
O -1.783 0.407 0.434
O 1.764 -1.416 2.077
N -2.448 -4.015 1.022
N 4.606 2.456 -2.138
C -2.974 4.260 -1.908
C -2.063 -3.655 2.384
C -0.894 2.651 3.328
C 0.593 -0.604 2.138
C -2.602 -3.218 -1.398
C -1.197 1.037 -0.709
C -0.821 -6.868 3.654
C 4.316 1.000 -2.277
C -2.458 -2.881 0.116
C 5.957 2.616 -2.697
C 2.830 0.686 -1.814
C -4.478 0.379 -1.658
C 1.510 2.278 -2.939
C 0.042 4.565 0.180
C -3.763 0.178 3.508
C 8.059 -0.285 -1.597
C 7.055 1.850 -1.925
C -1.982 -4.882 3.254
C -1.711 -4.452 -3.189
H 1.031 4.111 0.224
H 5.955 2.419 -3.769
H 7.006 1.932 -0.839
H -1.587 -3.690 -3.959
H -5.285 -0.265 -2.008
H -3.528 -0.051 -1.973
H -2.673 -4.940 -3.347
H -2.693 1.318 4.715
H -0.012 1.918 4.806
H -1.501 -2.364 0.191
H -3.599 -3.637 -1.531
H -1.121 -3.110 2.448
H -4.508 -0.601 3.665
H 0.786 0.327 1.605
H -1.952 -4.548 4.291
H -0.225 -1.052 1.575
H -3.130 3.492 -1.150
H -3.211 -2.123 0.335
H -2.739 0.481 0.389
H -2.617 5.156 -1.400
H -2.622 -2.369 -2.080
H -1.812 -4.729 0.696
H -2.873 -5.476 3.049
H 1.565 -2.344 2.223
H -5.201 0.178 0.069
H -2.415 3.170 -3.452
H 4.932 0.366 -1.640
H -1.750 -7.422 3.521
H -1.510 2.068 -0.873
H 6.218 3.675 -2.692
H -3.954 4.466 -2.339
H -0.005 -7.510 3.324
H 0.042 3.150 3.075
H 2.533 1.163 -0.880
H 2.289 3.021 -3.108
H 7.660 -0.455 -0.597
H -2.912 -3.063 2.726
H 0.877 2.364 -3.822
H -0.649 3.942 0.747
H 4.425 0.728 -3.327
H 1.024 2.645 -2.034
H -4.543 1.422 -1.968
H 0.368 -0.295 3.159
H 8.004 2.313 -2.197
H -2.877 -0.247 3.037
H 0.546 6.476 0.098
H -0.488 -6.666 4.673
H -0.119 1.048 -0.549
H 9.058 0.147 -1.540
H -0.977 1.836 2.609
H -0.951 -5.223 -3.311
H 8.213 -1.250 -2.081
H -1.757 3.292 3.149
H -4.273 0.850 2.818
H 4.782 2.454 -1.143
H -1.450 0.617 -1.683
H 2.881 -0.395 -1.683
H -0.335 4.623 -0.842

***

Please write out number 2 again, unchanged.
90
Properties=species:S:1:pos:R:3 method="wB97M-V/def2-TZVPD" e_above_lowest_kj_mol=361.1 energy_ev=-46138.992 mol_weight_g_mol=490.7 smiles=COCCNCCOC.COCCNCCOC.CO.CO.CO.CO.CO.CO.CO charge=0 homo_ev=-8.6
O -3.486 0.780 4.769
O 7.140 0.472 -2.353
O 0.164 5.848 0.716
O -4.312 0.303 -0.272
O -0.847 -5.686 2.891
O -2.022 3.867 -2.922
O 1.928 0.899 -2.873
O -0.932 2.098 4.602
O -1.536 -4.011 -1.805
O -1.783 0.407 0.434
O 1.764 -1.416 2.077
N -2.448 -4.015 1.022
N 4.606 2.456 -2.138
C -2.974 4.260 -1.908
C -2.063 -3.655 2.384
C -0.894 2.651 3.328
C 0.593 -0.604 2.138
C -2.602 -3.218 -1.398
C -1.197 1.037 -0.709
C -0.821 -6.868 3.654
C 4.316 1.000 -2.277
C -2.458 -2.881 0.116
C 5.957 2.616 -2.697
C 2.830 0.686 -1.814
C -4.478 0.379 -1.658
C 1.510 2.278 -2.939
C 0.042 4.565 0.180
C -3.763 0.178 3.508
C 8.059 -0.285 -1.597
C 7.055 1.850 -1.925
C -1.982 -4.882 3.254
C -1.711 -4.452 -3.189
H 1.031 4.111 0.224
H 5.955 2.419 -3.769
H 7.006 1.932 -0.839
H -1.587 -3.690 -3.959
H -5.285 -0.265 -2.008
H -3.528 -0.051 -1.973
H -2.673 -4.940 -3.347
H -2.693 1.318 4.715
H -0.012 1.918 4.806
H -1.501 -2.364 0.191
H -3.599 -3.637 -1.531
H -1.121 -3.110 2.448
H -4.508 -0.601 3.665
H 0.786 0.327 1.605
H -1.952 -4.548 4.291
H -0.225 -1.052 1.575
H -3.130 3.492 -1.150
H -3.211 -2.123 0.335
H -2.739 0.481 0.389
H -2.617 5.156 -1.400
H -2.622 -2.369 -2.080
H -1.812 -4.729 0.696
H -2.873 -5.476 3.049
H 1.565 -2.344 2.223
H -5.201 0.178 0.069
H -2.415 3.170 -3.452
H 4.932 0.366 -1.640
H -1.750 -7.422 3.521
H -1.510 2.068 -0.873
H 6.218 3.675 -2.692
H -3.954 4.466 -2.339
H -0.005 -7.510 3.324
H 0.042 3.150 3.075
H 2.533 1.163 -0.880
H 2.289 3.021 -3.108
H 7.660 -0.455 -0.597
H -2.912 -3.063 2.726
H 0.877 2.364 -3.822
H -0.649 3.942 0.747
H 4.425 0.728 -3.327
H 1.024 2.645 -2.034
H -4.543 1.422 -1.968
H 0.368 -0.295 3.159
H 8.004 2.313 -2.197
H -2.877 -0.247 3.037
H 0.546 6.476 0.098
H -0.488 -6.666 4.673
H -0.119 1.048 -0.549
H 9.058 0.147 -1.540
H -0.977 1.836 2.609
H -0.951 -5.223 -3.311
H 8.213 -1.250 -2.081
H -1.757 3.292 3.149
H -4.273 0.850 2.818
H 4.782 2.454 -1.143
H -1.450 0.617 -1.683
H 2.881 -0.395 -1.683
H -0.335 4.623 -0.842